No. 1
The following is a DFT calculation (the ωB97M-V functional and the def2-TZVPD basis) of a cluster of 2 separate species, C2H6OS2 in total.

Positions of all 11 atoms, in Å:
C (3.523184, 0.859569, 1.242901)
C (2.073269, 0.455939, 1.124151)
O (1.637030, -0.629200, 1.402827)
H (3.509892, 1.788592, 1.819480)
H (3.951957, 1.093082, 0.269702)
H (4.046498, 0.049586, 1.743298)
H (1.374479, 1.238122, 0.761393)
S (-5.468964, -0.748356, -1.235487)
S (-5.087420, -1.621760, -3.134974)
H (-4.695409, 0.331424, -1.429467)
H (-4.864518, -2.817001, -2.563821)

Cartesian forces, eV/Å:
C -0.8 0.0 0.2
C 0.0 0.0 -0.3
O 0.1 0.0 0.1
H 0.4 -0.1 0.1
H 0.0 -0.1 -0.1
H 0.3 0.2 0.0
H 0.1 0.1 0.0
S 0.0 0.0 -0.7
S -0.3 0.1 0.9
H 0.1 -0.1 0.1
H 0.2 0.0 -0.3

Results
orbital gap	9.143	eV
E_LUMO	0.2	eV
SMILES	CC=O.SS
net charge	0
spin multiplicity	1
maximum force	0.92	eV/A
HOMO energy	-8.94	eV

Computed Löwdin charges, given in elementary charges:
1. C -0.055
2. C -0.331
3. O 0.039
4. H 0.078
5. H 0.078
6. H 0.079
7. H 0.113
8. S 0.218
9. S 0.219
10. H -0.219
11. H -0.218

=====

No. 2
The following is a DFT calculation (the ωB97M-V functional and the def2-TZVPD basis) of a structure of composition C2H6S.

Positions of all 9 atoms, in Å:
C (-0.304915, 1.342164, 1.022917)
S (-1.358508, 0.585021, 0.052138)
C (0.435646, -1.016781, -0.809592)
H (-0.123815, 2.380187, 0.904146)
H (-0.449913, 1.055712, 2.088142)
H (-0.191900, -1.697304, -1.394105)
H (0.841111, -0.224563, -1.388679)
H (1.292696, -1.703615, -0.612375)
H (-0.140402, -0.720823, 0.137407)

Cartesian forces, eV/Å:
C -3.4 0.1 1.8
S -0.5 1.8 0.4
C 0.5 -2.8 0.8
H 1.1 0.7 -0.7
H 1.1 -0.1 -0.6
H -0.3 0.5 -0.2
H -0.1 0.8 -0.4
H -0.3 0.6 0.5
H 2.0 -1.7 -1.6

Results
orbital gap	8.253	eV
E_LUMO	-0.6	eV
net charge	0
spin multiplicity	1
maximum force	3.89	eV/A
HOMO energy	-8.84	eV

Computed Löwdin charges, given in elementary charges:
1. C -0.512
2. S 0.717
3. C -0.174
4. H -0.016
5. H 0.015
6. H 0.030
7. H 0.007
8. H 0.044
9. H -0.111

=====

No. 3
The following is a DFT calculation (the ωB97M-V functional and the def2-TZVPD basis) of the molecule C2H6S2.

Positions of all 10 atoms, in Å:
C (-0.484214, -0.516388, -1.074514)
C (0.749407, -0.072837, -0.361281)
S (0.829158, -0.917150, 1.391246)
S (2.524532, -0.184038, 2.180853)
H (-1.244664, -0.653909, -0.415907)
H (-0.775089, 0.304286, -1.841294)
H (-0.232728, -1.476731, -1.581395)
H (0.587030, 1.080914, -0.123407)
H (1.605314, -0.231990, -0.883643)
H (1.860136, 0.854187, 2.545610)

Cartesian forces, eV/Å:
C 2.0 0.4 -3.5
C -2.7 3.1 3.9
S -0.7 -0.3 -2.3
S 0.9 -0.8 -0.3
H -2.5 -0.4 1.8
H 0.4 -1.6 1.1
H -0.7 0.6 0.1
H 0.8 -2.3 -0.4
H 2.6 -0.4 -1.3
H -0.2 1.7 0.8

Results
orbital gap	9.730	eV
E_LUMO	0.7	eV
SMILES	CCSS
net charge	0
spin multiplicity	1
maximum force	5.63	eV/A
HOMO energy	-9.04	eV

Computed Löwdin charges, given in elementary charges:
1. C -0.201
2. C -0.536
3. S 0.337
4. S 0.305
5. H 0.012
6. H 0.112
7. H 0.087
8. H 0.110
9. H 0.017
10. H -0.242

=====

No. 4
The following is a DFT calculation (the ωB97M-V functional and the def2-TZVPD basis) of the ion C2H6S2 with charge +1.

Positions of all 10 atoms, in Å:
C (0.453778, 1.570086, 0.268898)
C (0.400060, 0.036141, -0.273050)
S (-0.193631, -1.233816, 0.876867)
S (-1.667055, -2.030201, -0.337520)
H (-0.549523, 1.826299, 0.071546)
H (0.913251, 1.394531, 1.307551)
H (1.049440, 2.163809, -0.434015)
H (-0.111853, -0.083596, -1.265802)
H (1.318914, -0.388588, -0.321706)
H (-1.613382, -3.254668, 0.107228)

Cartesian forces, eV/Å:
C 1.4 -3.7 0.0
C -2.4 2.2 -0.5
S -1.7 -0.5 -1.0
S 1.0 1.7 0.3
H -1.2 1.1 1.1
H -1.1 1.4 -1.4
H 0.3 -0.4 0.5
H 0.5 0.1 1.0
H 3.4 -0.9 -0.8
H 0.0 -1.1 0.7

Results
orbital gap (alpha / beta)	9.896 / 8.015	eV
E_LUMO (alpha / beta)	-5.3 / -8.2	eV
net charge	+1
spin multiplicity	2
maximum force	3.94	eV/A
expectation value of S²	0.754
HOMO energy (alpha / beta)	-15.20 / -16.22	eV

Computed Löwdin charges, given in elementary charges:
1. C -0.055
2. C -0.530
3. S 0.743
4. S 0.635
5. H 0.054
6. H 0.110
7. H 0.089
8. H 0.086
9. H 0.017
10. H -0.149

=====

No. 5
The following is a DFT calculation (the ωB97M-V functional and the def2-TZVPD basis) of a cluster of 2 separate species, C2H6S5 in total.

Positions of all 13 atoms, in Å:
C (-2.222227, -0.031701, -0.258934)
C (1.477362, -0.314307, 0.181931)
S (-1.412513, 1.174822, 0.697581)
S (-3.174763, -1.265456, 0.364243)
S (1.797676, 1.398330, -0.662095)
S (2.876185, -0.862231, 1.195754)
S (0.454684, -1.422129, -0.822500)
H (-1.969758, -0.101965, -1.347073)
H (0.724499, 0.075582, 0.968815)
H (-0.959306, 1.943994, -0.234119)
H (-3.554400, -0.581733, 1.489362)
H (2.129760, 1.029996, -1.904164)
H (3.832796, -1.043201, 0.331201)

Cartesian forces, eV/Å:
C 2.5 0.5 -1.5
C -1.4 1.7 -0.1
S -1.7 -1.1 1.3
S -0.7 0.1 0.9
S 0.0 -0.8 0.6
S -1.1 -0.1 0.9
S 0.5 0.3 0.4
H -0.4 0.3 1.2
H 1.2 -0.6 -0.8
H 0.5 0.6 -1.3
H 0.2 -0.5 -0.4
H 0.0 -0.4 0.0
H 0.5 -0.1 -1.1

Results
orbital gap (alpha / beta)	7.253 / 5.452	eV
E_LUMO (alpha / beta)	-1.0 / -2.0	eV
net charge	0
spin multiplicity	1
maximum force	3.00	eV/A
HOMO energy (alpha / beta)	-8.21 / -7.44	eV

Computed Löwdin charges, given in elementary charges:
1. C -1.011
2. C -1.477
3. S 0.743
4. S 0.755
5. S 0.539
6. S 0.635
7. S 0.443
8. H 0.016
9. H -0.063
10. H -0.154
11. H -0.091
12. H -0.165
13. H -0.172

=====

No. 6
The following is a DFT calculation (the ωB97M-V functional and the def2-TZVPD basis) of a cluster of 2 separate species, C2H6Se in total.

Positions of all 9 atoms, in Å:
C (0.462280, -0.656005, -0.043702)
C (0.165926, 0.938295, 0.156441)
Se (-2.820792, -1.675532, -0.214761)
H (1.563986, -0.510730, -0.364524)
H (0.508183, -1.291158, 0.846549)
H (-0.202515, -0.911593, -0.969581)
H (0.964189, 1.477811, 0.809744)
H (-0.779800, 1.215795, 0.665544)
H (0.138544, 1.413116, -0.885709)

Cartesian forces, eV/Å:
C 1.2 3.3 -1.9
C 0.5 0.2 0.5
Se 0.0 0.0 0.0
H -1.7 -1.1 0.0
H -0.7 0.2 -0.3
H 1.4 -0.4 2.0
H -1.1 -1.1 -1.3
H 0.3 -0.5 -0.4
H 0.2 -0.6 1.5

Results
orbital gap (alpha / beta)	6.934 / 6.938	eV
E_LUMO (alpha / beta)	-2.5 / -2.5	eV
net charge	0
spin multiplicity	1
maximum force	3.99	eV/A
HOMO energy (alpha / beta)	-9.42 / -9.42	eV

Computed Löwdin charges, given in elementary charges:
1. C -0.217
2. C -0.197
3. Se 0.096
4. H 0.072
5. H 0.043
6. H 0.022
7. H 0.076
8. H 0.034
9. H 0.072